No. 1
DFT (wB97M-V/def2-TZVPD) results for a 23-piece molecular cluster, C23H92N32O23 overall.

Its HOMO-LUMO gap is 7.7 eV. As for the multiplicity: 1. Its LUMO energy is -0.7 eV. The net charge is 0.

XYZ file:
```
170
C23H92N32O23, DFT wB97M-V/def2-TZVPD
C 15.0574 11.1398 16.3980
O 13.9315 11.8340 15.8981
H 15.8820 11.6119 15.8640
H 15.1622 11.3687 17.4585
H 15.0932 10.0696 16.1940
H 13.9488 12.6643 16.3796
C 12.6843 17.9825 14.9951
O 13.6351 18.9961 15.2730
H 11.6726 18.1434 15.3676
H 12.6834 18.0594 13.9078
H 12.9231 16.9916 15.3812
H 14.4261 18.5151 15.5270
C 11.6066 21.6564 15.9290
O 12.9723 21.6597 16.0612
H 11.0864 22.3369 16.6032
H 11.5345 22.0442 14.9129
H 11.1685 20.6604 15.9923
H 13.3027 20.7700 15.9167
C 16.3223 22.5436 17.1065
O 17.2677 22.3379 16.0783
H 16.9090 22.7852 17.9928
H 15.7811 23.4429 16.8125
H 15.7182 21.6465 17.2420
H 17.3901 23.2263 15.7358
C 13.4186 13.5770 19.1114
O 12.6478 13.4422 20.2730
H 13.9901 14.5040 19.0651
H 14.0819 12.7195 19.2246
H 12.8562 13.5812 18.1777
H 13.1615 13.6590 21.0545
C 13.3538 17.1568 19.1839
O 14.4902 17.9202 18.7821
H 13.0916 16.4918 18.3610
H 13.5543 16.5698 20.0802
H 12.4912 17.7887 19.3955
H 14.3635 18.8472 18.9967
C 16.5072 13.7310 21.5292
O 15.3165 12.8645 21.4479
H 16.5055 14.5489 20.8087
H 16.7046 14.0940 22.5378
H 17.3643 13.1065 21.2773
H 15.4028 12.2258 22.1593
C 15.1310 15.1837 16.1613
O 14.1646 14.4986 16.3930
N 15.8327 16.0073 16.9508
N 15.5547 15.4765 14.9630
H 15.5774 16.0834 17.9250
H 16.5936 16.4943 16.4992
H 15.1502 15.0888 14.1226
H 16.2752 16.1828 14.9153
C 14.0359 21.7620 19.5335
O 14.6002 20.6560 19.3456
N 13.8135 22.3717 20.6584
N 13.4552 22.5353 18.6269
H 14.0134 21.9507 21.5544
H 13.2174 23.1870 20.6672
H 13.5131 22.3260 17.6405
H 12.6970 23.1473 18.8927
C 13.2815 14.5848 24.9287
O 13.9200 14.0295 25.8014
N 13.4180 15.8609 24.6975
N 12.6742 13.9584 24.0097
H 12.6951 16.3177 24.1599
H 14.0997 16.3611 25.2499
H 13.0113 13.0145 23.8856
H 12.3387 14.5435 23.2579
C 9.0919 20.1676 22.9550
O 9.8648 19.3195 23.3116
N 8.2486 19.9374 22.0206
N 8.9263 21.3048 23.5404
H 8.0577 19.0055 21.6811
H 7.5244 20.5991 21.7801
H 8.3493 22.0558 23.1893
H 9.4686 21.3725 24.3898
C 10.5438 10.9263 18.6641
O 10.3338 10.7525 19.8934
N 11.5195 11.6207 18.2263
N 9.8765 10.3836 17.7365
H 11.6282 11.7156 17.2266
H 12.0490 12.1425 18.9101
H 9.2134 9.7202 18.1110
H 10.0786 10.2814 16.7522
C 17.1050 19.2612 14.9579
O 16.7640 18.0999 14.7612
N 17.0329 20.2593 14.1817
N 17.6834 19.5327 16.0505
H 16.5540 20.0137 13.3270
H 17.1143 21.1834 14.5811
H 18.0983 18.8218 16.6358
H 17.7400 20.5218 16.2471
C 10.6937 16.1113 21.8334
O 11.5976 16.3098 22.5961
N 9.9655 17.0570 21.2515
N 10.1807 14.9625 21.5621
H 9.4657 16.8291 20.4039
H 10.1615 18.0214 21.4787
H 10.5437 14.1145 21.9735
H 9.5029 14.9515 20.8134
C 10.4710 14.2877 15.9419
O 9.3008 14.3336 16.2464
N 11.3016 15.2794 16.0171
N 11.1674 13.3002 15.5270
H 12.2882 15.2407 15.8046
H 10.8449 16.1217 16.3365
H 12.1226 13.3132 15.1993
H 10.6330 12.4543 15.3890
C 17.7181 24.3596 21.0270
O 17.6727 25.5901 21.2203
N 18.7839 23.8526 20.4684
N 16.7817 23.5004 21.4886
H 19.5356 24.4968 20.2686
H 18.6621 22.9746 19.9842
H 15.9623 23.9601 21.8592
H 16.8104 22.5423 21.1702
C 19.0247 20.8430 23.4301
O 20.0519 21.2485 22.8670
N 17.8938 20.6461 22.9019
N 18.8851 20.6839 24.6988
H 17.1343 20.4176 23.5272
H 17.6045 20.9047 21.9694
H 18.0037 20.4649 25.1408
H 19.7345 20.7896 25.2351
C 8.6816 22.4726 19.5723
O 8.7943 21.6634 18.6295
N 9.2188 22.4455 20.7872
N 7.9658 23.5424 19.4957
H 9.8793 21.7102 20.9952
H 9.1703 23.3066 21.3128
H 7.4358 23.7911 18.6726
H 7.8959 24.1230 20.3191
C 8.8601 17.4023 17.9141
O 9.6845 17.5337 17.0612
N 8.2162 18.3610 18.5441
N 8.4382 16.2320 18.2422
H 7.5342 18.0644 19.2275
H 8.5626 19.3093 18.5147
H 7.6503 16.1006 18.8603
H 8.7247 15.4207 17.7132
C 18.9583 15.4901 17.9890
O 19.7461 16.3528 17.5774
N 18.6157 15.3233 19.2293
N 18.4713 14.5184 17.3461
H 18.5654 16.0913 19.8833
H 18.0828 14.4752 19.3589
H 18.5175 14.4552 16.3392
H 18.3456 13.7025 17.9280
C 17.0371 17.0844 22.1719
O 17.9682 16.7791 21.4352
N 17.1493 17.2906 23.5070
N 15.8101 17.2612 21.7397
H 16.3568 17.4262 24.1183
H 18.0870 17.3601 23.8758
H 15.1230 17.4073 22.4653
H 15.6753 17.0634 20.7585
C 13.2573 19.6388 23.2524
O 14.0841 20.5539 23.2747
N 13.1020 18.9674 22.2573
N 12.8031 19.2165 24.3705
H 13.5549 19.1484 21.3728
H 12.7085 18.0445 22.3734
H 11.9968 18.6085 24.3859
H 13.3121 19.6195 25.1442
C 18.3221 20.1110 19.6628
O 18.2588 21.2383 20.0884
N 19.3759 19.3706 19.4577
N 17.3787 19.2985 19.2733
H 19.3098 18.4780 18.9897
H 20.1885 19.7098 19.9524
H 16.4125 19.5658 19.3966
H 17.6057 18.3178 19.1907
```

=====

No. 2
DFT (wB97M-V/def2-TZVPD) results for a 2-piece molecular cluster, C8H17NO2S overall.

Its HOMO-LUMO gap (spin up / spin down) is 8.3 / 7.3 eV. As for the multiplicity: 1. Its LUMO energy (spin up / spin down) is 0.3 / -1.0 eV. The net charge is 0.

XYZ file:
```
29
C8H17NO2S, DFT wB97M-V/def2-TZVPD
C 2.1146 -0.1942 0.8719
C -1.3608 2.8753 2.2462
C -1.0539 -0.3542 1.7331
C -0.9747 -1.4084 -2.3977
C 1.4548 -1.6966 -3.1782
C -0.1038 2.1647 1.8449
C -0.5395 0.9450 1.0578
C 0.4950 -1.9296 -2.0238
N 0.7074 -2.5851 -0.9944
O 0.5113 -3.0276 0.1232
O 1.2650 1.2959 -1.0447
S 0.8401 0.1702 -0.1750
H 2.7794 0.5954 1.0156
H 1.9785 -1.0749 1.4565
H -1.2670 3.7889 2.8862
H -2.0407 3.2201 1.5210
H -2.0225 2.2788 2.8886
H -0.7101 -1.1915 1.1937
H -0.8088 -0.4611 2.8064
H -2.1157 -0.4095 1.7331
H -1.2065 -1.9649 -3.2982
H -1.6349 -1.6047 -1.5832
H -0.7665 -0.3830 -2.6060
H 2.3573 -2.1980 -2.8540
H 0.9077 -2.0534 -3.9989
H 1.5653 -0.6161 -3.1873
H 0.3955 2.7371 1.1810
H 0.4983 1.8791 2.6074
H -1.2649 1.2022 0.1748
```

=====

No. 3
DFT (wB97M-V/def2-TZVPD) results for C13H36B2O8Sb as an isolated structure.

Its HOMO-LUMO gap is 5.5 eV. As for the multiplicity: 1. Its LUMO energy is 2.6 eV. The net charge is -1.

XYZ file:
```
60
C13H36B2O8Sb, DFT wB97M-V/def2-TZVPD
C 5.7497 -1.5259 -1.9043
O 5.4813 -0.1800 -1.5913
C 4.6026 -0.0042 -0.4840
C 3.1373 0.1420 -0.9049
C 2.3742 1.2171 -0.1222
C 1.1744 1.7731 -0.8886
C 0.2432 0.6825 -1.4389
C -1.1749 1.1432 -1.7272
Sb -2.5694 -0.5180 -2.3138
C -2.7637 -0.9580 -0.1016
O -3.1101 -2.3235 0.1199
C -2.5492 -2.9007 1.2632
B -0.8670 -2.1141 -2.4803
O -0.2717 -2.6635 -1.3406
O -0.4270 -2.6023 -3.7067
B -4.0454 -2.2289 -2.9212
O -3.6427 -3.5583 -2.8464
O -5.3117 -1.9833 -3.4514
H 6.6234 -1.9012 -1.3558
H 4.8941 -2.1719 -1.6793
H 5.9540 -1.5913 -2.9742
H 4.7273 -0.8528 0.2011
H 4.9439 0.8923 0.0402
H 2.6214 -0.8141 -0.7815
H 3.1214 0.3676 -1.9758
H 2.0039 0.7975 0.8193
H 3.0615 2.0241 0.1587
H 0.5969 2.4221 -0.2204
H 1.5272 2.4023 -1.7149
H 0.2119 -0.1428 -0.7140
H 0.6801 0.2804 -2.3618
H -1.2002 1.9255 -2.4948
H -1.6167 1.5756 -0.8174
H -3.9152 0.6862 -2.1327
H -2.4644 -0.0440 -4.0733
H -1.8114 -0.7253 0.3933
H -3.5532 -0.3058 0.3045
H -2.4420 -2.1677 2.0752
H -1.5554 -3.3224 1.0564
H -3.2084 -3.7037 1.6080
H -0.1686 -3.6198 -1.4336
H 0.4874 -2.9032 -3.6370
H -3.5917 -3.9706 -3.7144
H -5.2848 -1.3797 -4.1967
C 0.5669 0.6054 4.2057
O 0.4855 1.1957 2.9277
C -0.8476 1.3480 2.4547
C -1.3410 2.7668 2.6128
O -1.4364 3.1621 3.9768
C -0.3434 3.9389 4.4138
H 1.5951 0.7174 4.5497
H -0.1054 1.0898 4.9203
H 0.3241 -0.4630 4.1645
H -1.5165 0.6518 2.9705
H -0.8600 1.0969 1.3910
H -2.3381 2.8427 2.1721
H -0.6768 3.4477 2.0688
H -0.3773 4.9482 3.9854
H 0.6127 3.4794 4.1487
H -0.4143 4.0177 5.4985
```

=====

No. 4
DFT (wB97M-V/def2-TZVPD) results for a 2-piece molecular cluster, C4H11N2 overall.

Its HOMO-LUMO gap is 10.6 eV. As for the multiplicity: 1. Its LUMO energy is -3.5 eV. The net charge is +1.

XYZ file:
```
17
C4H11N2, DFT wB97M-V/def2-TZVPD
C -1.3129 2.1534 1.4538
C -1.6832 1.6263 2.5936
C 0.7857 -0.1782 -0.4822
C 1.4917 -2.3068 -1.5093
N -0.4186 -0.5627 -0.2640
N 1.6974 -0.8829 -1.1268
H -0.3874 2.5737 1.1361
H -2.2149 2.5592 0.9171
H -2.7777 1.3691 2.5336
H -1.0472 1.0331 3.2199
H 1.0870 0.8316 -0.2105
H 0.8028 -2.8999 -0.8067
H 1.0371 -2.3542 -2.4677
H 2.5475 -2.7762 -1.5004
H -0.6120 -1.3514 -0.7968
H -1.0048 -0.0327 0.3403
H 2.7051 -0.7071 -1.0750
```

=====

No. 5
DFT (wB97M-V/def2-TZVPD) results for a 6-piece molecular cluster, C43H51ClF15NO13P overall.

Its HOMO-LUMO gap is 7.1 eV. As for the multiplicity: 1. Its LUMO energy is 1.9 eV. The net charge is -1.

XYZ file:
```
125
C43H51ClF15NO13P, DFT wB97M-V/def2-TZVPD
C 6.4119 2.6249 2.2825
C 4.8784 2.1929 2.4848
C 4.5152 1.6178 3.9078
C 3.0675 1.1375 4.1627
C 1.9996 1.2335 3.0087
C 2.2976 1.8308 1.6156
C 1.2666 1.9619 0.4091
C -0.1858 2.5302 0.8375
Cl 0.2529 4.2842 1.3103
O -0.8650 1.7663 1.8651
P -1.6314 0.3284 1.1728
C -2.4614 -1.3252 0.7070
C -1.4772 -2.3835 -0.0021
O -0.3331 -2.7644 0.7991
C -3.1648 0.9731 2.1602
C -2.9392 1.0925 3.7203
C -4.1300 1.6514 4.5493
C -5.4733 2.0686 3.8528
C -5.6726 1.8956 2.3293
C -4.5043 1.3419 1.4722
O -2.0073 1.1869 -0.3212
C -1.2547 2.4442 -0.4094
C -2.2021 3.7365 -0.6413
C -2.1959 4.3750 -2.0655
C -3.2019 5.5922 -2.1429
C -3.9716 5.9121 -0.8492
N -3.9140 5.3238 0.4398
C -3.0262 4.2233 0.5681
C 3.7808 2.3140 1.3768
H 6.6384 2.5808 1.1590
H 6.6865 3.6199 2.7651
H 7.0399 1.7752 2.7568
H 5.2741 1.5311 4.7501
H 2.7663 0.6905 5.1746
H 0.9672 0.8285 3.2600
H 1.7071 2.7600 -0.3060
H 1.2113 0.9938 -0.2003
H -1.0675 -0.3931 2.3171
H -0.4787 -0.1301 0.4367
H -2.8482 -1.8333 1.6709
H -3.3940 -1.1768 0.0388
H -1.2104 -1.9757 -1.0401
H -2.0924 -3.3506 -0.1600
H -0.0080 -2.0099 1.3399
H -1.9438 0.7794 4.2014
H -3.9803 1.7531 5.6787
H -6.3191 2.5080 4.4868
H -6.6518 2.1974 1.8287
H -4.6209 1.2241 0.3336
H -0.7159 2.3023 -1.4127
H -1.5651 4.0195 -2.9343
H -3.3663 6.1735 -3.1176
H -4.7247 6.7831 -0.9486
H -2.9384 3.6649 1.5611
H 4.1102 2.7565 0.3650
C -0.0414 -4.4949 6.8708
C 1.3897 -3.9942 6.8519
O 1.4325 -2.5919 6.5456
C 1.1827 -1.7489 7.5670
O 0.9299 -2.0992 8.6921
C 1.3080 -0.3019 7.1005
F 0.6896 -0.0853 5.9224
F 2.6023 0.0618 6.9285
F 0.7793 0.5767 7.9711
H -0.5443 -4.2579 5.9297
H -0.0693 -5.5752 7.0252
H -0.6164 -4.0174 7.6676
H 1.9478 -4.5040 6.0642
H 1.9019 -4.2007 7.7959
C 1.7824 -5.5016 0.5859
C 2.7029 -6.5398 1.1985
O 2.3325 -6.8053 2.5622
C 1.3023 -7.6561 2.7406
O 0.6970 -8.1863 1.8442
C 1.0458 -7.8803 4.2283
F 1.0542 -6.7285 4.9324
F 1.9838 -8.6761 4.7873
F -0.1415 -8.4651 4.4710
H 1.7641 -4.5956 1.1964
H 2.1109 -5.2424 -0.4225
H 0.7548 -5.8676 0.5305
H 3.7256 -6.1579 1.2196
H 2.7156 -7.4644 0.6143
C -3.5635 1.9939 -8.4842
C -3.1973 3.3832 -7.9999
O -2.5431 3.3189 -6.7231
C -1.2300 3.0123 -6.7459
O -0.6016 2.7960 -7.7509
C -0.6541 3.0230 -5.3327
F -1.4446 2.3782 -4.4452
F -0.4967 4.2844 -4.8617
F 0.5545 2.4367 -5.2554
H -4.1628 1.4715 -7.7342
H -4.1299 2.0475 -9.4162
H -2.6713 1.3877 -8.6569
H -4.1043 3.9743 -7.8586
H -2.5759 3.9140 -8.7266
C 5.0233 6.3827 -3.8145
C 4.8517 4.9119 -4.1392
O 6.0712 4.1922 -3.8931
C 6.3073 3.8522 -2.6092
O 5.5719 4.1159 -1.6933
C 7.6044 3.0560 -2.4958
F 8.6130 3.6060 -3.2060
F 7.4590 1.7940 -2.9531
F 8.0441 2.9553 -1.2279
H 5.8720 6.8004 -4.3626
H 4.1228 6.9424 -4.0751
H 5.2267 6.5317 -2.7516
H 4.6259 4.7934 -5.2008
H 4.0220 4.4690 -3.5813
C -4.0073 -6.2579 -2.4749
C -2.9895 -5.1756 -2.7765
O -2.9729 -4.8734 -4.1822
C -3.9420 -4.0443 -4.6208
O -4.7925 -3.5631 -3.9174
C -3.7785 -3.7734 -6.1139
F -3.5323 -4.8980 -6.8204
F -2.7500 -2.9341 -6.3614
F -4.8714 -3.2115 -6.6640
H -3.8211 -7.1424 -3.0901
H -3.9657 -6.5431 -1.4219
H -5.0215 -5.9208 -2.7015
H -1.9897 -5.5301 -2.5183
H -3.1735 -4.2725 -2.1884
```

=====

No. 6
DFT (wB97M-V/def2-TZVPD) results for one molecule with the formula C19H26N4O3S.

Its HOMO-LUMO gap is 8.7 eV. Its SMILES is COC(=O)CSc1nc(N2CCOCC2)c2c(c1C#N)CC(C)(C)N(C)C2. As for the multiplicity: 1. Its LUMO energy is 0.6 eV. The net charge is 0.

XYZ file:
```
53
C19H26N4O3S, DFT wB97M-V/def2-TZVPD
C 4.7755 3.5894 0.5076
H 5.0006 3.4429 -0.5507
H 3.7945 4.0597 0.5995
H 5.5364 4.2026 0.9826
O 4.7875 2.3428 1.1909
C 4.0197 1.3797 0.6838
O 3.3640 1.4965 -0.3191
C 4.0520 0.1503 1.5562
H 4.9807 0.0865 2.1170
H 3.8372 -0.7506 0.9865
S 2.7213 0.3578 2.7913
C 1.3098 -0.0028 1.7926
N 1.5042 -0.6760 0.6832
C 0.4811 -0.9553 -0.1263
C -0.8485 -0.6135 0.2268
C -1.0554 0.0582 1.4167
C 0.0468 0.4146 2.2182
C -0.1172 1.1474 3.4055
N -0.2577 1.7654 4.3633
C -2.4328 0.3533 1.9162
H -2.4550 1.3458 2.3723
H -2.6580 -0.3711 2.7052
C -3.5131 0.2454 0.8310
N -3.2766 -1.0328 0.1547
C -4.3510 -1.5228 -0.6814
H -4.5690 -0.8731 -1.5435
H -5.2558 -1.6447 -0.0941
H -4.0649 -2.5028 -1.0636
C -2.0314 -1.0472 -0.5890
H -1.8569 -2.0750 -0.9267
H -2.1197 -0.4148 -1.4946
C -4.8759 0.2398 1.5301
H -5.0230 -0.6965 2.0622
H -4.9141 1.0539 2.2499
H -5.6866 0.3797 0.8199
C -3.4346 1.4726 -0.0954
H -2.4153 1.6501 -0.4310
H -4.0754 1.3409 -0.9649
H -3.7709 2.3552 0.4424
N 0.7876 -1.7100 -1.2329
C 0.3880 -1.3201 -2.5723
H -0.5354 -0.7496 -2.5562
C 1.4886 -0.4672 -3.2244
O 2.7086 -1.1647 -3.2757
C 3.1326 -1.4906 -1.9677
H 4.0780 -2.0248 -2.0745
C 2.0853 -2.3653 -1.2714
H 2.3938 -2.5999 -0.2541
H 1.9574 -3.2929 -1.8399
H 3.2828 -0.5688 -1.3904
H 1.2240 -0.2282 -4.2561
H 1.6141 0.4629 -2.6487
H 0.2421 -2.2323 -3.1611
```

=====

No. 7
DFT (wB97M-V/def2-TZVPD) results for a 3-piece molecular cluster, C3H11O3 overall.

Its HOMO-LUMO gap is 7.7 eV. As for the multiplicity: 1. Its LUMO energy is 4.0 eV. The net charge is -1.

XYZ file:
```
17
C3H11O3, DFT wB97M-V/def2-TZVPD
C -0.3567 0.0535 0.6952
O -0.4104 -0.2697 -0.6499
C 0.9922 -0.1727 1.3328
C 1.0551 0.0446 2.8462
H -0.5449 1.1267 0.9493
H -1.1387 -0.4723 1.2572
H 1.4161 -1.1562 1.0143
H 1.6225 0.6560 0.9317
H 2.0983 -0.0636 3.2130
H 0.6226 0.9884 3.1493
H 0.6223 -0.8578 3.2970
H 1.9690 -1.1756 -2.1148
H 0.5868 -0.7529 -1.8914
O 1.1428 -1.1952 -2.6026
H -1.6445 0.7806 -0.9741
H -2.0335 2.1909 -1.6192
O -2.3992 1.3733 -1.2901
```

=====

No. 8
DFT (wB97M-V/def2-TZVPD) results for one molecule with the formula C11H14N2S2.

Its HOMO-LUMO gap is 8.9 eV. Its SMILES is CS[C@](C)(S)n1c(C)nc2ccccc21. As for the multiplicity: 1. Its LUMO energy is 0.6 eV. The net charge is 0.

XYZ file:
```
29
C11H14N2S2, DFT wB97M-V/def2-TZVPD
C 2.9898 1.4154 1.8999
C 2.7279 1.9787 0.6359
C 2.2057 0.4602 2.5097
C 1.6393 1.4827 -0.1429
C 1.1864 -0.0509 1.7547
C 0.7840 0.5310 0.4616
C -0.4405 -1.2530 1.1235
C -1.5246 -2.3054 1.1892
C 0.0221 0.5999 -2.4755
C -3.0491 0.7943 -1.0698
C -0.6260 -0.5744 -1.2575
N 0.4221 -1.0978 2.0760
N -0.2661 -0.3126 0.0766
S 0.2136 -2.2291 -1.7624
S -2.4381 -0.7461 -1.5915
H 3.7605 1.6360 2.5600
H 3.3560 2.7316 0.3057
H 2.4896 0.2405 3.5307
H 1.6254 1.9780 -1.0979
H -1.0598 -3.1583 0.5627
H -1.4562 -2.4559 2.2949
H -2.4381 -1.9440 0.7496
H -0.6223 0.4462 -3.3576
H 0.0850 1.6243 -2.1565
H 0.9166 0.1395 -2.5428
H -3.9904 0.4523 -0.7755
H -3.1628 1.4705 -1.9638
H -2.4722 1.0652 -0.1318
H -0.8777 -2.9187 -1.4050
```